ORCA calculation (wB97M-V/def2-TZVPD) on a molecular structure, C2HBrNO3 in a non-equilibrium geometry.

Summary:
Spin multiplicity: 1
Charge: -1
E_HOMO: -4.58 eV
Gap between HOMO and LUMO: 8.0829 eV
LUMO level: 3.500 eV

Each line ends with the Mulliken charge.
Atoms and positions in Å:
Br  3.15  0.77  -0.21  -0.73
O  3.01  -2.15  0.37  -0.44
O  1.00  -1.29  -0.21  -0.44
O  -3.63  2.08  0.22  -0.65
N  -2.69  1.37  0.08  0.51
C  -1.82  0.61  0.00  -0.23
C  2.11  -1.45  0.13  0.60
H  -1.13  0.05  -0.39  0.39

ORCA calculation (wB97M-V/def2-TZVPD) on a single C2HBrO molecule in a non-equilibrium geometry.

Summary:
SMILES: BrC1=CO1
Spin multiplicity: 1
Charge: 0
E_HOMO (spin up / spin down): -8.74 / -8.74 eV
Gap between HOMO and LUMO (spin up / spin down): 8.7611 / 8.7617 eV
LUMO level (spin up / spin down): 0.017 / 0.017 eV

Each line ends with the Mulliken charge.
Atoms and positions in Å:
Br  2.21  0.47  0.09  -0.01
O  -0.12  -1.18  0.11  -0.35
C  0.45  -0.01  0.08  0.46
C  -0.82  0.25  -0.41  -0.30
H  -1.72  0.47  0.12  0.21

ORCA calculation (wB97M-V/def2-TZVPD) on 2 unconnected molecules or ions with the total composition C2HBrO in a non-equilibrium geometry.

Summary:
Spin multiplicity: 1
Charge: 0
E_HOMO: -9.09 eV
Gap between HOMO and LUMO: 8.0444 eV
LUMO level: -1.046 eV

Each line ends with the Mulliken charge.
Atoms and positions in Å:
Br  1.83  0.00  0.75  0.08
O  -0.70  -0.69  -0.46  -0.12
C  2.30  -1.60  0.17  -0.21
C  -0.80  -1.66  0.09  0.12
H  1.50  -2.30  0.69  0.13

- The lowest charge belongs to which entry?
  C2HBrNO3